[1]
The following is a quantum chemistry calculation of an isolated molecule of C3H8N4O in a non-equilibrium geometry, from OMol25.

The geometry in XYZ format:
```
16
Properties=species:S:1:pos:R:3:lowdin_charge:R:1
H 1.3848 -2.3756 -2.1217 0.070
N 1.6333 -1.7567 -1.3352 0.120
N 0.8834 -0.7542 -1.3473 0.004
C 1.1328 0.2610 -0.4063 -0.497
N 2.3821 0.7700 -0.3439 0.153
N 0.2075 0.6306 0.3954 0.115
C -1.0427 -0.0860 0.3326 -0.536
C -2.1772 0.8691 0.6712 -0.048
O -1.0374 -1.2160 1.1585 -0.032
H 2.5783 1.5050 0.3123 0.104
H 3.1216 0.3507 -0.8875 0.091
H -1.1288 -0.5353 -0.7053 0.135
H -1.9783 1.3377 1.6320 0.073
H -2.2416 1.6507 -0.0795 0.073
H -3.1177 0.3277 0.7288 0.074
H -0.5999 -0.9787 1.9959 0.101
```

Its molar mass is 116.1 g/mol. Its structure (SMILES) is [H]/N=N/C(N)=N\[C@H](C)O. As for the charge: 0. The value obtained for the energy above the lowest of the compared OMol25 structures with the same formula, charge and spin is 259.5 kJ/mol. As for the frontier orbital gap: 9.07 eV. The value obtained for the LUMO energy is -0.039 eV. As for the spin multiplicity: 1.

[2]
The following is a quantum chemistry calculation of a structure of composition C25H25Cl2HfNO3SSi, from OMol25.

The geometry in XYZ format:
```
59
Properties=species:S:1:pos:R:3:lowdin_charge:R:1
Hf 0.0013 -0.1077 -0.3598 1.399
C 4.9463 3.0144 -0.6152 -0.213
Si 4.0841 3.7957 0.8377 0.510
C 5.0723 3.5030 2.3974 -0.173
C 3.8927 5.6323 0.5336 -0.175
C 2.3348 3.1405 1.1864 -0.227
C 1.6458 3.7579 2.2267 -0.070
C 0.3646 3.3738 2.6126 -0.047
C -0.2328 2.3535 1.9139 -0.113
N 0.3915 1.7562 0.8949 -0.132
C 1.6455 2.1043 0.5407 -0.716
S 2.2547 1.0761 -0.7499 0.600
H 5.9187 3.5023 -0.7314 0.036
H 4.3893 3.1430 -1.5437 0.023
H 5.1150 1.9480 -0.4677 0.018
H 6.0800 3.9125 2.2949 0.035
H 5.1620 2.4341 2.6017 0.039
H 4.6095 3.9719 3.2684 0.029
H 4.8720 6.1061 0.4335 0.035
H 3.3651 6.1325 1.3483 0.026
H 3.3357 5.8151 -0.3878 0.037
H 2.1244 4.5658 2.7717 0.105
H -0.1466 3.8524 3.4349 0.108
H -1.2211 1.9823 2.1509 0.116
O -2.1424 0.6777 -0.1549 -0.092
H -2.6064 0.8017 -0.9950 0.092
H -2.6137 0.0037 0.3573 0.087
C -0.4045 -1.2984 1.2345 -0.206
C -1.0179 -2.0480 2.0568 -0.165
C -1.6833 -2.8410 2.9054 -0.189
C -1.3951 -2.7594 4.3519 -0.182
C -0.8134 -1.6113 4.9037 -0.041
C -0.5054 -1.5385 6.2516 -0.097
C -0.7749 -2.6080 7.0960 -0.110
C -1.3471 -3.7543 6.5642 -0.093
C -1.6508 -3.8319 5.2131 -0.047
C -2.7007 -3.7593 2.3430 -0.191
C -3.9053 -4.0125 3.0071 -0.050
C -4.8698 -4.8361 2.4477 -0.092
C -4.6596 -5.4240 1.2068 -0.108
C -3.4712 -5.1772 0.5336 -0.104
C -2.5031 -4.3584 1.0965 -0.047
H -0.5988 -0.7708 4.2542 0.098
H -0.0547 -0.6367 6.6481 0.097
H -0.5380 -2.5501 8.1505 0.094
H -1.5522 -4.6037 7.2043 0.099
H -2.0765 -4.7442 4.8161 0.109
H -4.0872 -3.5468 3.9676 0.113
H -5.7954 -5.0140 2.9812 0.099
H -5.4121 -6.0696 0.7724 0.095
H -3.2908 -5.6339 -0.4322 0.094
H -1.5708 -4.1766 0.5744 0.108
Cl -2.7373 -2.8437 -2.5311 0.654
C -1.2662 -2.3726 -3.3956 -1.001
Cl -1.6051 -1.6185 -4.9567 0.638
C -0.5315 -1.4205 -2.4734 -0.771
O 0.4044 -1.8448 -1.7605 -0.065
O -0.9194 -0.2093 -2.3656 -0.151
H -0.6619 -3.2561 -3.5637 0.075
```

Its molar mass is 697.0 g/mol. As for the charge: 0. The value obtained for the energy above the lowest of the compared OMol25 structures with the same formula, charge and spin is 75.3 kJ/mol. As for the frontier orbital gap: 5.64 eV. The value obtained for the LUMO energy is -0.321 eV. As for the spin multiplicity: 1.

[3]
The following is a quantum chemistry calculation of a cluster of 2 separate species, C4H7NO in total in a non-equilibrium geometry, from OMol25.

The geometry in XYZ format:
```
13
Properties=species:S:1:pos:R:3:lowdin_charge:R:1
C 0.0400 1.6996 0.0343 0.008
C -0.6843 -0.0451 0.9025 -0.165
C -0.2486 -1.0441 0.0997 -0.117
C 0.4437 -0.6697 -1.0964 -0.324
O -1.2498 -0.2613 2.0967 0.038
N 1.2954 -1.1012 -1.8960 0.084
H -1.3394 -1.2012 2.3319 0.123
H 1.5276 -2.0920 -1.8513 0.043
H -0.3096 -2.1034 0.3279 0.107
H 0.2760 0.5296 -1.0650 0.064
H 0.4800 2.0224 0.9731 0.038
H 0.7127 2.1344 -0.7121 0.056
H -0.9437 2.1320 -0.1453 0.045
```

Its molar mass is 85.1 g/mol. As for the charge: 0. The value obtained for the energy above the lowest of the compared OMol25 structures with the same formula, charge and spin is 571.2 kJ/mol. As for the frontier orbital gap: 8.84 eV. The value obtained for the LUMO energy is -0.016 eV. As for the spin multiplicity: 1.

| no. | total energy (eV) |
| --- | --- |
| 1 | -11246.93373 |
| 2 | -79030.33752 |
| 3 | -7793.72455 |